This record from the OMol25 dataset describes a gas-phase ion, C20H33N2O2 (charge +1) in a non-equilibrium geometry. The level of theory is ωB97M-V/def2-TZVPD.

Last column: Mulliken charge in e.
Atoms and positions in Å:
C 3.6526 -0.3000 -1.8054  -1.674
C 2.4608 0.4834 -2.2529  1.003
C 1.1858 -0.0534 -2.1848  -0.365
C 0.0801 0.6793 -2.6071  1.035
C 0.2359 1.9614 -3.1001  -0.795
C 1.5147 2.4977 -3.1727  -0.881
C 2.6113 1.7765 -2.7496  -0.710
H 3.5974 2.2093 -2.8110  0.465
H 1.6425 3.4943 -3.5651  0.405
H -0.6016 2.5488 -3.4412  0.431
O -1.1399 0.0218 -2.4428  -0.645
C -2.3360 0.5969 -2.9307  -0.934
C -2.9809 1.5730 -1.9174  0.642
O -4.2280 2.0203 -2.3669  -0.554
H -4.1441 2.5256 -3.1834  0.383
H -2.3001 2.4223 -1.7426  0.210
C -3.2812 0.8600 -0.5846  -1.151
N -2.0704 0.2902 0.0389  0.465
C -1.2591 1.2930 0.7637  -1.144
C 0.0505 0.6548 1.2209  -0.230
N -0.2504 -0.4583 2.0927  0.116
C -1.0040 -1.4586 1.3712  -0.238
C -2.3378 -0.8539 0.9363  -1.024
H -2.9357 -1.5963 0.4062  0.479
H -2.8886 -0.4974 1.8083  0.374
H -1.1999 -2.3037 2.0292  0.547
H -0.4740 -1.8295 0.4749  0.119
C 0.8796 -0.9386 2.8881  -0.356
C 1.9219 -1.7457 2.1049  -0.305
C 3.1070 -2.0713 3.0111  -0.843
C 2.6456 -2.8477 4.2406  -0.682
C 1.5831 -2.0630 5.0046  -0.794
C 0.3985 -1.7461 4.0944  -0.762
H -0.0513 -2.6861 3.7703  0.318
H -0.3562 -1.1740 4.6352  0.348
H 1.2399 -2.6413 5.8632  0.377
H 2.0149 -1.1329 5.3791  0.386
H 3.4977 -3.0465 4.8911  0.352
H 2.2327 -3.8095 3.9288  0.317
H 3.8434 -2.6554 2.4570  0.363
H 3.5864 -1.1421 3.3266  0.373
H 2.2666 -1.1754 1.2385  0.090
H 1.4770 -2.6778 1.7497  0.280
H 1.3649 -0.0347 3.2732  0.382
H 0.6263 1.3966 1.7759  0.639
H 0.6370 0.3643 0.3297  -0.084
H -1.0529 2.1404 0.1098  0.508
H -1.8279 1.6319 1.6316  0.447
H -1.4956 -0.0647 -0.7657  0.196
H -3.9926 0.0597 -0.8010  0.428
H -3.7657 1.5635 0.0957  0.274
H -2.1700 1.0980 -3.8894  0.557
H -3.0199 -0.2407 -3.1009  0.363
H 1.0329 -1.0631 -1.8323  0.333
H 4.3515 -0.4198 -2.6311  0.484
H 3.3686 -1.2862 -1.4479  0.334
H 4.1758 0.2273 -1.0088  0.347

Force components x, y, z for each atom (eV/Å):
0.068 -0.023 -0.011
-0.197 0.062 0.014
-0.135 0.032 -0.148
0.160 -0.085 0.128
-0.385 -0.101 -0.019
0.118 -0.026 0.043
-0.031 0.034 -0.031
0.131 0.070 -0.015
0.016 0.103 -0.039
-0.112 0.045 -0.024
0.468 -0.013 -0.053
-0.532 0.337 -0.146
0.668 -0.219 0.117
-0.236 -0.109 -0.032
0.056 0.008 0.059
-0.061 -0.173 -0.004
-0.677 0.493 -0.553
0.176 -0.192 -0.416
0.776 0.476 0.303
-0.161 -0.010 0.005
-0.155 0.158 -0.055
-0.129 0.185 0.131
0.093 -0.780 0.415
-0.010 0.143 -0.096
-0.016 0.064 -0.109
-0.064 -0.048 -0.114
-0.019 -0.062 0.035
-0.043 -0.350 0.013
0.088 0.348 0.168
-0.084 -0.302 -0.089
0.140 0.274 0.108
-0.103 -0.332 -0.106
0.227 0.348 0.088
-0.080 -0.079 -0.039
-0.081 -0.004 -0.029
0.017 0.069 0.070
0.009 0.054 0.078
0.008 -0.099 0.003
0.007 -0.094 0.006
0.072 0.072 0.003
0.081 0.050 -0.006
-0.023 -0.024 -0.118
-0.056 -0.058 -0.085
0.005 -0.012 0.002
-0.029 0.045 -0.075
-0.025 0.073 0.103
-0.113 -0.078 -0.085
-0.079 -0.056 -0.112
-0.180 0.148 0.346
0.119 -0.057 0.101
0.120 -0.112 0.074
0.002 -0.042 0.059
0.030 0.131 0.000
-0.008 -0.137 0.053
0.084 -0.055 -0.016
0.027 -0.073 0.038
0.060 -0.017 0.062

The energy above the lowest of the compared OMol25 structures with the same formula, charge and spin is 0.368 eV. The net charge is +1. The structure (SMILES) is Cc1cccc(OC[C@@H](O)C[NH+]2CCN(C3CCCCC3)CC2)c1. The HOMO energy is -11.679 eV. The calculation puts the largest force on an atom at 1.00 eV/Å.